No. 1
23
Properties=species:S:1:pos:R:3 method="wB97M-V/def2-TZVPD" e_homo_ev=-8.38
C 1.338 -1.149 -0.941
C 0.424 -0.394 0.033
C -0.350 0.773 -0.550
C -0.605 1.698 0.633
C 0.669 1.481 1.447
N 1.128 0.091 1.246
C 0.787 -0.747 2.415
H 2.392 -1.028 -0.669
H 1.146 -2.210 -0.896
H 1.214 -0.772 -1.958
H -0.313 -1.130 0.374
H 0.265 1.318 -1.278
H -1.201 0.429 -1.129
H -1.516 1.429 1.165
H -0.701 2.732 0.325
H 1.429 2.143 1.038
H 0.594 1.752 2.502
H -0.288 -0.959 2.431
H 1.325 -1.685 2.355
H 1.109 -0.227 3.315
O -2.918 -0.772 -3.976
H -3.682 -1.318 -3.758
H -2.244 -1.454 -4.125


No. 2
98
Properties=species:S:1:pos:R:3 method="wB97M-V/def2-TZVPD" e_homo_ev="-8.55 / -9.47" s_squared=6.0312 spin_multiplicity=5 total_charge=+1
Ir 0.107 0.654 0.681
I -1.667 1.542 2.740
C -2.128 3.578 2.559
C -2.293 4.183 3.776
C -2.814 5.485 3.875
C -3.212 6.117 2.741
C -3.040 5.519 1.469
C -3.502 6.229 0.337
C -3.338 5.725 -0.915
C -2.635 4.524 -1.070
C -2.161 3.783 -0.011
P -0.963 2.489 -0.607
C -1.837 1.670 -1.975
C -1.094 1.015 -2.957
C -1.729 0.288 -3.952
C -3.112 0.184 -3.961
C -3.856 0.803 -2.967
C -3.224 1.540 -1.979
C 0.207 3.697 -1.342
C 0.873 4.492 -0.403
C 1.793 5.442 -0.804
C 2.070 5.610 -2.156
C 1.408 4.834 -3.093
C 0.475 3.884 -2.691
C -2.421 4.237 1.325
H -2.057 3.641 4.679
H -2.928 5.946 4.845
H -3.669 7.096 2.783
H -3.989 7.181 0.495
H -3.697 6.257 -1.784
H -2.425 4.193 -2.080
H -0.012 1.043 -2.930
H -1.140 -0.208 -4.712
H -3.607 -0.387 -4.733
H -4.933 0.711 -2.956
H -3.814 2.007 -1.201
H 0.669 4.357 0.655
H 2.296 6.051 -0.066
H 2.790 6.351 -2.474
H 1.610 4.968 -4.146
H -0.044 3.307 -3.442
Cl 2.059 1.229 2.641
C 1.862 -0.035 3.834
C 2.434 0.187 5.073
C 2.342 -0.794 6.046
C 1.683 -1.978 5.758
C 1.119 -2.169 4.510
Cl 0.321 -3.684 4.210
C 1.175 -1.205 3.493
S 0.437 -1.508 1.936
H 2.950 1.116 5.264
H 2.784 -0.639 7.018
H 1.601 -2.760 6.497
O 1.233 -2.134 -2.232
C 0.087 -1.918 -1.863
N -0.309 -0.982 -0.962
C -1.642 -1.139 -0.702
O -2.218 -0.437 0.122
C -2.194 -2.237 -1.545
C -3.454 -2.779 -1.663
C -3.610 -3.826 -2.571
C -2.534 -4.300 -3.316
C -1.260 -3.749 -3.178
C -1.121 -2.711 -2.286
H -4.284 -2.405 -1.079
H -4.583 -4.279 -2.700
H -2.691 -5.112 -4.011
H -0.420 -4.114 -3.751
C -0.298 -7.270 2.394
C 0.533 -6.285 1.650
C -0.055 -5.268 0.883
C 0.719 -4.376 0.201
C 2.146 -4.458 0.258
N 2.826 -3.512 -0.427
C 4.226 -3.310 -0.459
O 5.022 -4.138 -0.099
N 4.602 -2.112 -0.992
C 3.977 -0.853 -1.030
C 4.599 0.168 -1.740
C 4.027 1.424 -1.746
C 2.834 1.627 -1.070
N 2.231 0.642 -0.405
C 2.804 -0.556 -0.357
C 2.749 -5.486 1.044
C 1.946 -6.365 1.706
H -1.352 -7.003 2.380
H 0.038 -7.350 3.429
H -0.185 -8.262 1.949
H -1.132 -5.177 0.851
H 0.263 -3.569 -0.353
H 2.276 -2.934 -1.061
H 5.596 -2.108 -1.186
H 5.524 -0.023 -2.270
H 4.492 2.243 -2.275
H 2.354 2.592 -1.062
H 2.298 -1.259 0.289
H 3.822 -5.552 1.101
H 2.398 -7.149 2.299


No. 3
72
Properties=species:S:1:pos:R:3 method="wB97M-V/def2-TZVPD" e_homo_ev=-4.21 total_charge=-1
Sn 0.439 -0.091 0.071
C -0.058 2.108 -3.055
C -1.293 1.537 -2.452
C -2.539 1.307 -3.035
C -3.333 0.824 -2.010
C -4.745 0.360 -2.100
N -2.588 0.795 -0.891
N -1.341 1.215 -1.166
B -3.064 0.523 0.557
N -2.433 1.529 1.527
N -1.108 1.683 1.632
C -0.871 2.627 2.525
C 0.523 3.016 2.880
C -2.090 3.113 3.022
C -3.059 2.381 2.366
C -4.538 2.480 2.533
N -2.675 -0.904 0.984
N -1.406 -1.222 1.297
C -1.393 -2.470 1.746
C -0.136 -3.117 2.202
C -2.694 -2.985 1.708
C -3.479 -1.960 1.210
C -4.939 -2.001 0.909
H -0.254 2.445 -4.070
H 0.290 2.947 -2.455
H 0.734 1.362 -3.070
H -2.830 1.455 -4.058
H -5.151 0.641 -3.069
H -4.787 -0.727 -2.011
H -5.358 0.789 -1.309
H -4.248 0.630 0.602
H 1.209 2.582 2.155
H 0.638 4.100 2.896
H 0.785 2.628 3.865
H -2.255 3.883 3.755
H -4.756 3.226 3.296
H -5.018 2.775 1.599
H -4.956 1.521 2.838
H 0.664 -2.380 2.211
H -0.254 -3.514 3.210
H 0.143 -3.933 1.536
H -3.030 -3.968 1.986
H -5.341 -2.963 1.221
H -5.477 -1.208 1.425
H -5.121 -1.886 -0.160
C 4.347 0.290 -2.874
C 4.006 -0.444 -4.002
C 2.818 -1.147 -4.011
C 1.963 -1.092 -2.901
N 2.300 -0.350 -1.842
C 3.450 0.298 -1.819
C 0.662 -1.780 -2.849
C 0.220 -2.540 -3.939
C -1.038 -3.107 -3.954
C -1.877 -2.919 -2.867
C -1.417 -2.211 -1.771
C -0.151 -1.623 -1.705
H 5.274 0.843 -2.824
H 4.658 -0.472 -4.866
H 2.544 -1.717 -4.884
H 3.650 0.860 -0.915
H 0.849 -2.697 -4.806
H -1.374 -3.674 -4.814
H -2.885 -3.320 -2.881
H -2.099 -2.081 -0.942
F 4.634 0.926 2.201
C 4.251 -0.170 2.900
F 5.114 -1.154 2.562
F 4.495 0.115 4.193
C 2.741 -0.576 2.599
O 1.985 -0.571 3.554
O 2.573 -0.840 1.395


No. 4
39
Properties=species:S:1:pos:R:3 method="wB97M-V/def2-TZVPD" e_homo_ev="-18.62 / -21.30" s_squared=6.0183 spin_multiplicity=5 total_charge=+3
C 0.273 -0.079 -3.063
I -1.917 -0.219 -2.120
H 1.176 -0.057 -2.463
H 0.150 0.826 -3.666
H 0.248 -0.926 -3.734
Os -0.557 -0.031 -0.115
P -0.078 2.246 -0.147
C -1.509 3.207 -0.683
C 0.512 3.111 1.346
H 0.704 4.158 1.082
H 1.511 3.608 -1.290
H 1.430 2.631 1.694
H 2.128 1.938 -1.016
H -2.353 3.008 -0.010
H -0.257 3.060 2.122
C 1.258 2.536 -1.324
H -1.249 4.271 -0.635
H 0.945 2.238 -2.331
H -1.787 2.929 -1.704
P -0.013 -2.281 0.160
C -1.410 -3.382 -0.182
C 1.281 -2.657 -1.055
H 1.558 -2.343 1.991
H 0.939 -3.983 1.587
H -0.083 -2.843 2.513
C 0.671 -2.926 1.723
H 2.141 -2.010 -0.844
H 1.562 -3.710 -0.931
H -1.105 -4.419 -0.001
H -1.735 -3.259 -1.220
H 0.914 -2.467 -2.071
H -2.237 -3.125 0.491
C -2.101 0.023 0.923
O -3.123 0.039 1.484
C 0.386 0.182 2.750
O 0.755 0.095 1.397
H 0.810 -0.700 3.251
H -0.704 0.229 2.952
H 0.866 1.084 3.140